(1)
A cluster of 2 separate species, C13H13BS in total, computed with ωB97M-V/def2-TZVPD.

Structure (XYZ):
```
28
Properties=species:S:1:pos:R:3
C -0.93 -2.40 -1.37
C -0.31 -2.55 -0.22
C 0.91 -1.97 0.06
C 1.58 -1.26 -0.97
B 2.84 -0.52 -0.56
C 4.13 0.37 -0.92
S 3.88 -0.10 0.80
C 0.96 -1.09 -2.20
C -0.25 -1.79 -2.46
H -1.83 -3.08 -1.62
H -0.70 -3.20 0.55
H 1.41 -2.32 1.01
H 4.02 1.47 -1.10
H 5.10 -0.05 -1.45
H 1.41 -0.59 -3.05
H -0.77 -1.78 -3.35
C -2.97 2.37 1.18
C -1.99 2.37 0.22
C -0.77 1.86 0.50
C -0.53 1.19 1.71
C -1.58 1.14 2.59
C -2.77 1.79 2.37
H -3.86 2.77 0.78
H -2.33 2.85 -0.75
H -0.02 1.54 -0.22
H 0.46 0.81 1.72
H -1.60 0.53 3.47
H -3.49 1.64 3.28
```

Its maximum force is 4.99 eV Å⁻¹. The calculation puts the molecular weight at 212.13 g mol⁻¹. For the LUMO energy, the calculation gives 0.008 eV. The structure (SMILES) is c1ccc(B2CS2)cc1.c1ccccc1. The relative energy (zero: lowest compared OMol25 entry of this formula, charge and spin) comes out at 3.3 kcal per mole. Its calculated total energy is -926.1432 a.u. The value obtained for the frontier orbital gap is 9.169 eV.



(2)
A structure of composition C13H13ClN2O2Sn, computed with ωB97M-V/def2-TZVPD.

Structure (XYZ):
```
32
Properties=species:S:1:pos:R:3
Cl 0.64 -1.51 -2.06
C 2.21 -0.12 1.27
C 1.55 1.14 1.59
C 1.51 1.96 0.40
H 1.16 1.41 2.57
C 2.16 1.23 -0.67
C 2.58 -0.07 -0.13
H 3.02 -0.86 -0.74
H 2.39 -0.95 1.95
H 1.08 2.96 0.25
C 2.24 1.63 -2.11
Sn 0.21 -0.07 -0.13
C -1.38 0.68 -1.77
O -2.27 0.90 -2.45
C -0.78 -2.14 0.54
O -1.43 -3.11 0.58
H 1.40 2.27 -2.45
H 2.29 0.78 -2.81
H 3.16 2.23 -2.24
N -1.12 2.27 2.49
C -2.21 1.50 2.11
C -3.42 1.64 2.85
C -4.50 0.85 2.42
C -4.33 -0.05 1.35
C -3.08 -0.14 0.75
N -2.04 0.61 1.16
H -0.50 2.65 1.79
H -1.34 2.92 3.22
H -3.44 2.40 3.65
H -5.48 0.94 2.92
H -5.13 -0.69 0.95
H -2.86 -0.81 -0.07
```

Its maximum force is 6.88 eV Å⁻¹. The calculation puts the molecular weight at 383.42 g mol⁻¹. For the LUMO energy, the calculation gives -10.245 eV. As for the total charge: +2. The relative energy (zero: lowest compared OMol25 entry of this formula, charge and spin) comes out at 11.2 kcal per mole. Its calculated total energy is -1436.9471 a.u. The value obtained for the frontier orbital gap is 5.474 eV.



(3)
The ion C13H13F3NOS with charge -1, computed with ωB97M-V/def2-TZVPD.

Structure (XYZ):
```
32
Properties=species:S:1:pos:R:3
F 2.35 1.45 0.12
C 2.21 0.25 0.77
F 2.88 -0.68 0.03
F 2.89 0.37 1.97
C 0.77 -0.11 0.99
C 0.39 -1.45 0.97
C -0.96 -1.77 1.10
C -1.91 -0.77 1.30
C -3.38 -1.17 1.45
C -4.24 0.00 1.65
N -4.90 0.96 1.75
C -1.50 0.57 1.33
C -0.15 0.90 1.21
H 1.13 -2.23 0.85
H -1.28 -2.82 1.05
H -3.66 -1.64 0.50
H -2.24 1.37 1.47
H 0.16 1.94 1.27
C -7.06 -1.51 5.11
S -6.08 -1.52 3.62
C -4.47 -0.97 4.31
C -3.32 -1.46 3.54
C -2.01 -1.47 4.17
O -3.55 -2.18 2.44
H -7.64 -2.43 5.10
H -6.45 -1.46 6.01
H -7.74 -0.65 5.05
H -4.46 0.14 4.35
H -4.40 -1.35 5.34
H -2.13 -1.74 5.23
H -1.31 -2.17 3.70
H -1.56 -0.46 4.15
```

Its maximum force is 4.56 eV Å⁻¹. The calculation puts the molecular weight at 288.31 g mol⁻¹. For the LUMO energy, the calculation gives 3.130 eV. As for the total charge: -1. The relative energy (zero: lowest compared OMol25 entry of this formula, charge and spin) comes out at 49.6 kcal per mole. Its calculated total energy is -1330.8673 a.u. The value obtained for the frontier orbital gap is 4.066 eV.



(4)
A cluster of 2 separate species, C13H13FO5PS2 in total, computed with ωB97M-V/def2-TZVPD.

Structure (XYZ):
```
35
Properties=species:S:1:pos:R:3
O -1.14 -3.71 -0.69
C -0.55 -2.83 -1.25
C 0.47 -3.09 -2.30
C 0.51 -2.24 -3.32
S 1.71 -2.42 -4.59
O 2.30 -1.15 -4.81
O 1.24 -3.18 -5.69
F 2.78 -3.26 -3.82
C -0.45 -1.08 -3.41
O -0.87 -0.71 -4.46
C -0.77 -0.50 -2.08
C -1.02 0.86 -1.87
P -1.11 2.11 -3.19
S -2.71 2.03 -4.30
C -1.23 1.31 -0.57
C -1.21 0.42 0.50
C -1.02 -0.94 0.30
C -0.79 -1.39 -0.99
H 1.14 -3.93 -2.21
H -1.16 3.30 -2.46
H 0.10 2.12 -3.91
H -1.40 2.36 -0.37
H -1.35 0.79 1.52
H -1.00 -1.63 1.12
C 1.73 1.22 4.15
C 0.25 1.64 4.30
C -0.05 1.76 5.81
O -0.56 0.72 3.73
H 1.90 0.25 4.62
H 2.01 1.16 3.10
H 2.42 1.95 4.63
H 0.20 2.69 3.90
H 0.08 0.79 6.30
H -1.09 2.08 5.96
H 0.60 2.49 6.31
```

Its maximum force is 1.67 eV Å⁻¹. The calculation puts the molecular weight at 363.35 g mol⁻¹. For the LUMO energy, the calculation gives 0.403 eV. As for the total charge: -1. The relative energy (zero: lowest compared OMol25 entry of this formula, charge and spin) comes out at 0.0 kcal per mole. Its calculated total energy is -2116.9476 a.u. The value obtained for the frontier orbital gap is 3.598 eV.



(5)
The molecule C13H13N2O3P, computed with ωB97M-V/def2-TZVPD.

Structure (XYZ):
```
32
Properties=species:S:1:pos:R:3
N -2.89 3.12 -2.89
P -3.54 1.75 -2.49
C -2.44 0.62 -1.63
C -1.73 -0.36 -2.31
C -0.83 -1.17 -1.64
C -0.65 -0.99 -0.27
C -1.37 -0.02 0.42
C -2.28 0.78 -0.25
C -1.14 0.12 1.89
O -2.02 0.46 2.65
C 0.23 -0.22 2.34
C 0.96 -1.13 1.68
C 2.36 -1.51 2.05
C 3.36 -0.35 1.82
C 3.00 0.55 0.67
N 3.20 0.02 -0.60
O 2.62 1.69 0.85
C 0.35 -1.80 0.49
O 0.66 -2.93 0.15
H -3.38 3.91 -2.51
H -4.66 1.83 -1.64
H -3.97 0.95 -3.57
H -1.85 -0.48 -3.38
H -0.26 -1.94 -2.14
H -2.84 1.53 0.29
H 0.62 0.30 3.21
H 2.42 -1.82 3.09
H 2.66 -2.37 1.45
H 3.39 0.28 2.71
H 4.36 -0.76 1.67
H 3.04 0.75 -1.28
H 2.62 -0.79 -0.82
```

Its maximum force is 1.01 eV Å⁻¹. The calculation puts the molecular weight at 276.23 g mol⁻¹. For the LUMO energy, the calculation gives -1.338 eV. The structure (SMILES) is N=[PH2]c1ccc2c(c1)C(=O)C=C(CCC(N)=O)C2=O. The relative energy (zero: lowest compared OMol25 entry of this formula, charge and spin) comes out at 38.7 kcal per mole. Its calculated total energy is -1179.7412 a.u. The value obtained for the frontier orbital gap is 7.661 eV.



(6)
The molecule C13H13NO4S, computed with ωB97M-V/def2-TZVPD.

Structure (XYZ):
```
32
Properties=species:S:1:pos:R:3
C 3.63 -2.46 0.68
C 3.95 -0.88 0.22
O 4.38 -0.72 -1.06
O 3.83 0.26 1.18
C 3.10 1.38 0.57
C 1.71 0.77 -0.05
C 0.46 1.89 -0.10
C -0.88 0.98 -0.51
C -1.10 0.66 -2.11
C -2.41 -0.28 -2.51
S -2.59 -0.64 -4.37
C -3.44 -0.87 -1.36
C -3.13 -0.46 0.20
C -1.86 0.46 0.70
C -1.81 0.66 2.32
O -0.93 1.30 3.11
N -3.06 -0.15 2.73
C -3.90 -0.80 1.61
O -5.07 -1.47 1.82
H 3.14 -2.48 1.75
H 3.00 -3.05 -0.12
H 4.68 -2.98 0.74
H 2.95 2.24 1.36
H 3.75 1.76 -0.33
H 1.82 0.41 -1.18
H 1.29 -0.11 0.63
H 0.62 2.72 -0.90
H 0.28 2.41 0.94
H -0.33 1.10 -2.87
H -3.94 -0.54 -4.72
H -4.35 -1.56 -1.62
H -3.78 0.41 3.24
```

Its maximum force is 9.26 eV Å⁻¹. The calculation puts the molecular weight at 279.32 g mol⁻¹. For the LUMO energy, the calculation gives -1.897 eV. The structure (SMILES) is CC(=O)OCCCc1cc(S)cc2c1C(=O)NC2=O. The relative energy (zero: lowest compared OMol25 entry of this formula, charge and spin) comes out at 349.5 kcal per mole. Its calculated total energy is -1256.5999 a.u. The value obtained for the frontier orbital gap is 7.230 eV.



Q: calculated total energy of number 2 (C13H13ClN2O2Sn)?
A: -1436.9471 a.u.